ORCA calculation (ωB97M-V/def2-TZVPD) on an isolated molecule of C8H12N2.

Computed properties:
multiplicity: 1
frontier orbital gap (spin up / spin down): 7.055 / 7.522 eV

Structure (XYZ):
```
22
Properties=species:S:1:pos:R:3:forces:R:3
C -0.688286 1.047170 0.491171 -0.09 2.27 -0.82
C -1.445765 0.008342 0.400764 2.14 -2.03 0.20
C 0.698137 1.100965 0.083998 1.32 2.79 0.06
C 0.901976 -1.259650 -0.025360 -1.39 3.60 0.54
C 1.251650 2.322910 -0.141397 0.34 0.18 0.28
C 1.225516 -2.498606 -0.243898 2.20 -1.44 -1.90
C 2.950332 0.067723 0.355219 -1.81 -5.64 -3.61
C -3.712463 -0.198889 -0.477148 -0.91 3.22 -0.80
N 1.490087 0.008521 0.073556 0.82 -3.46 0.97
N -2.600525 -0.558120 0.329333 -1.36 -2.35 1.06
H -0.944265 2.114197 0.688351 -0.79 -0.92 0.17
H 2.317610 2.502406 -0.203588 0.08 -0.54 -0.40
H 0.737776 3.272819 -0.161112 -0.63 -0.29 0.27
H 2.290582 -2.857905 -0.692428 -2.49 0.81 1.22
H 0.352973 -3.126351 -0.403943 0.46 -0.56 0.31
H 3.311924 0.546385 1.142058 0.82 2.71 3.50
H 3.218254 -1.055582 0.516014 -0.34 1.88 -0.07
H 3.470651 0.282255 -0.550402 0.50 0.69 -0.63
H -4.288657 -1.117268 -0.563959 -0.40 0.40 -0.51
H -4.326764 0.635930 0.111967 0.89 -1.66 -1.61
H -3.341472 0.227394 -1.497506 -0.96 -0.81 1.72
H -2.869277 -1.464642 0.768309 1.60 1.14 0.03
```
Positions in Å, forces in eV/Å.


ORCA calculation (ωB97M-V/def2-TZVPD) on a cluster of 2 separate species, CH5O2PS in total.

Computed properties:
multiplicity: 1
SMILES: O=S1#[PH]O1.C
frontier orbital gap: 9.278 eV

Structure (XYZ):
```
10
Properties=species:S:1:pos:R:3:forces:R:3
O -2.996567 -0.249580 -1.486656 0.36 -0.13 -0.34
S -1.576082 -0.081906 -1.211213 -0.26 1.04 0.48
P -1.356890 1.752676 -0.091210 0.95 -0.52 0.02
O -0.971779 1.432194 -1.713727 -0.53 -0.46 -0.12
H -0.023730 1.462174 0.432725 -0.81 0.48 -0.13
C 1.379232 -0.893776 0.826916 -0.70 0.73 -1.28
H 0.608505 -0.105808 0.645661 0.60 -1.09 0.39
H 0.970209 -1.899180 0.655359 0.25 0.41 0.04
H 2.189089 -0.639941 0.141622 -0.02 -0.41 -0.17
H 1.778014 -0.776854 1.800524 0.17 -0.06 1.12
```
Positions in Å, forces in eV/Å.


ORCA calculation (ωB97M-V/def2-TZVPD) on an isolated molecule of C4H4O2.

Computed properties:
multiplicity: 1
frontier orbital gap (spin up / spin down): 6.682 / 6.688 eV

Structure (XYZ):
```
10
Properties=species:S:1:pos:R:3:forces:R:3
O 1.104600 -2.159232 0.083301 0.03 0.04 -0.21
C 0.650270 -0.924297 0.373367 0.05 0.08 0.08
C 0.468561 0.018397 -0.638391 -0.32 -0.21 0.19
O 0.699936 -0.080599 -1.856607 -0.17 -0.03 0.17
C -0.571490 0.953533 -0.101479 -0.12 0.52 -0.24
C -1.522420 1.731399 0.102731 0.39 -0.15 0.00
H 0.929659 -2.275888 -0.867261 0.30 -0.04 0.07
H 0.655361 -0.663858 1.427811 -0.14 -0.05 -0.15
H -1.190168 0.341637 0.687446 -0.14 -0.12 0.14
H -2.392558 2.286295 0.387322 0.12 -0.04 -0.05
```
Positions in Å, forces in eV/Å.


ORCA calculation (ωB97M-V/def2-TZVPD) on a structure of composition C43H49BMnN6.

Computed properties:
multiplicity: 5
<S²>: 6.245
total charge: +1
frontier orbital gap (spin up / spin down): 5.653 / 5.858 eV

Structure (XYZ):
```
100
Properties=species:S:1:pos:R:3:forces:R:3
Mn -0.986840 0.285540 1.275414 0.70 0.10 -0.35
C 3.321389 2.754307 3.579419 -0.06 -0.04 0.00
C 2.484010 2.203306 4.542731 -0.01 0.00 -0.02
C 1.555766 1.235789 4.194807 0.06 0.03 0.02
C 1.479386 0.795072 2.874739 -0.10 0.02 -0.06
C 2.315769 1.342627 1.914984 -0.01 -0.03 0.08
C 3.230422 2.326123 2.264002 0.04 -0.05 0.07
N 0.480858 -0.135261 2.477243 -0.15 0.10 -0.13
C 0.342833 -1.327043 3.114880 0.14 -0.25 0.10
C 1.330802 -1.923186 3.940255 -0.06 0.10 -0.15
C 1.110375 -3.160904 4.479025 -0.09 -0.11 -0.01
C -0.089610 -3.886653 4.268364 0.12 0.04 0.04
C -1.073229 -3.341798 3.501552 -0.01 0.19 -0.14
C -0.862541 -2.066249 2.928142 0.01 -0.07 0.11
N -1.784734 -1.343351 2.235672 -0.44 -0.36 0.49
N -2.988479 -1.674249 2.084710 0.09 -0.11 -0.11
C -3.695662 -0.646937 1.428751 -0.24 0.01 0.00
C -5.080055 -0.689973 1.493406 0.07 0.01 -0.06
C -5.805985 0.356216 0.955130 0.00 0.04 0.03
C -5.132412 1.395725 0.330719 0.12 0.08 0.16
C -3.751394 1.356058 0.282185 -0.06 0.10 0.07
N -3.031267 0.369393 0.829376 -0.13 -0.22 0.05
H 4.035437 3.517012 3.854795 0.03 0.03 0.01
H 2.542376 2.539341 5.568647 0.01 0.01 0.04
H 0.886899 0.826102 4.941073 -0.02 -0.03 0.01
H 2.238311 0.993869 0.893651 0.01 -0.04 0.23
H 3.869853 2.750060 1.500593 -0.04 -0.08 0.17
H 2.268391 -1.411097 4.101383 0.00 0.02 0.02
H 1.890797 -3.613941 5.076201 0.02 0.00 0.03
H -0.211972 -4.861934 4.715435 0.00 -0.02 0.00
H -2.006346 -3.852954 3.312030 -0.04 0.00 0.00
H -5.545710 -1.529278 1.986940 -0.02 -0.02 0.01
H -6.885702 0.354536 1.011283 -0.02 0.01 0.00
H -5.658866 2.223200 -0.119171 -0.02 0.02 -0.02
H -3.188683 2.137876 -0.204759 0.05 0.07 -0.07
C 1.475438 -3.440659 -2.169586 0.00 0.04 -0.02
C 0.913300 -3.362871 -0.747666 0.00 -0.04 0.01
C 1.795526 -2.480477 0.127440 0.00 0.03 0.02
C -0.582141 -3.072003 -0.781742 -0.01 -0.14 0.05
C -1.438683 -4.103758 -0.400602 -0.01 0.02 0.02
C -2.802914 -4.032353 -0.619582 0.04 0.07 -0.04
C -3.333201 -2.943340 -1.291147 0.03 0.01 0.03
C -2.524450 -1.877259 -1.670830 -0.17 -0.12 -0.03
C -3.083661 -0.756963 -2.524517 -0.02 0.07 0.04
C -4.566606 -0.477431 -2.281129 0.01 -0.11 -0.02
C -2.901189 -1.090939 -4.010231 0.04 0.00 -0.06
C -1.165470 -1.927939 -1.339096 0.01 0.11 0.01
N -0.366213 -0.766623 -1.580188 0.02 0.00 -0.21
B 0.007450 0.244211 -0.650976 0.00 0.31 0.30
N 0.791923 1.192032 -1.387352 0.18 -0.15 -0.14
C 0.811804 0.749288 -2.717425 -0.14 -0.14 0.01
C 0.119776 -0.399478 -2.835181 0.24 0.16 0.01
C 1.681486 2.266026 -1.041055 0.03 0.11 -0.10
C 3.066113 2.029189 -1.128725 0.01 0.07 -0.11
C 3.934682 3.085951 -0.879420 -0.05 0.07 -0.14
C 3.463747 4.336505 -0.524885 -0.05 0.02 -0.12
C 2.101039 4.542627 -0.421319 0.05 0.01 0.01
C 1.188210 3.526351 -0.685360 -0.08 -0.02 -0.02
C -0.286182 3.875610 -0.543714 0.03 0.01 0.08
C -1.166492 3.433913 -1.711563 -0.11 0.02 0.00
C -0.806152 3.428011 0.829480 0.25 -0.20 -0.08
C 3.673388 0.676404 -1.470992 -0.08 -0.05 -0.02
C 4.650364 0.196476 -0.393810 -0.02 -0.01 -0.02
C 4.380097 0.715920 -2.827765 -0.03 0.00 -0.01
H 2.495706 -3.821122 -2.141242 0.06 -0.03 -0.01
H 1.503646 -2.457834 -2.639855 0.03 0.00 0.01
H 0.883440 -4.105266 -2.797553 -0.04 -0.03 -0.02
H 0.979936 -4.371566 -0.330678 0.04 0.01 0.01
H 1.818478 -1.445323 -0.211102 0.00 0.01 0.00
H 2.818369 -2.858762 0.097303 0.04 -0.01 0.01
H 1.470689 -2.496835 1.164314 -0.04 0.01 0.09
H -1.015122 -4.993564 0.046965 0.02 -0.03 0.02
H -3.444343 -4.846706 -0.315313 -0.04 -0.05 0.02
H -4.386824 -2.928263 -1.529182 -0.08 0.01 -0.01
H -2.516445 0.153251 -2.303429 0.00 -0.01 0.00
H -5.192774 -1.218609 -2.779141 -0.01 -0.04 -0.02
H -4.834031 0.494970 -2.695049 -0.02 0.03 -0.01
H -4.824517 -0.487213 -1.225992 0.04 -0.08 -0.11
H -3.425752 -2.018089 -4.242247 -0.03 -0.05 -0.02
H -1.858807 -1.215204 -4.300726 -0.18 -0.01 0.04
H -3.328724 -0.300191 -4.626067 -0.01 0.05 -0.05
H 1.326059 1.310272 -3.476801 0.06 0.02 -0.05
H -0.046399 -1.000950 -3.712459 0.10 0.05 0.08
H 5.000662 2.921626 -0.962508 0.05 -0.01 0.01
H 4.152811 5.147666 -0.336566 0.03 0.03 0.01
H 1.725821 5.520604 -0.148779 -0.01 0.04 0.01
H -0.325677 4.969466 -0.537250 0.04 -0.05 0.03
H -1.333395 2.357311 -1.740024 -0.04 0.01 0.02
H -0.705426 3.714088 -2.658579 0.00 -0.01 -0.03
H -2.132384 3.940614 -1.661717 -0.05 -0.01 0.03
H -0.736169 2.322395 0.883734 -0.09 0.41 -0.05
H -1.830695 3.742550 1.027127 -0.06 -0.02 -0.07
H -0.163758 3.800947 1.627299 -0.01 0.03 0.02
H 2.871613 -0.061029 -1.534732 -0.02 0.03 -0.01
H 5.524329 0.844689 -0.330674 0.04 0.03 0.00
H 5.003371 -0.804987 -0.637941 0.03 -0.05 -0.04
H 4.189597 0.157395 0.590881 0.02 -0.03 0.02
H 5.218788 1.412153 -2.809853 0.04 0.04 0.01
H 3.710578 1.026930 -3.627995 -0.05 0.02 -0.04
H 4.772171 -0.269184 -3.078836 0.01 -0.05 0.00
```
Positions in Å, forces in eV/Å.


Relative energy (zero: lowest compared OMol25 entry of this formula, charge and spin) for every record listed, in sequence, given in kJ/mol: 763.3, 294.3, 537.7, 0.0.
E for every record listed, in sequence, given in eV: -11463.3272, -25335.2415, -8301.5048, -86319.9160.